Entry 1:
21
Properties=species:S:1:pos:R:3 method="wB97M-V/def2-TZVPD" gap_ev=9.67 total_charge=0 e_above_lowest_kj_mol=218.17
C 1.15882 0.69429 -0.94953
C 1.99838 1.53368 -0.21321
C 2.96852 0.88170 0.52556
C 3.30181 -0.49266 0.36469
C 2.42421 -1.35193 -0.40904
C 1.31201 -0.71589 -1.01152
C -2.59400 0.12068 -0.22586
C -4.01596 -0.03185 0.35653
H 0.25973 1.23076 -1.36495
H 1.95094 2.59334 -0.31857
H 3.72739 1.43970 1.09229
H 4.15659 -1.02301 0.96203
H 2.68176 -2.42539 -0.55399
H 0.54999 -1.26059 -1.58428
H -0.70152 -0.27181 0.73566
H -2.11265 -0.86519 1.79787
H -4.70126 0.83276 0.08751
H -3.87039 -0.31635 1.41744
H -4.52137 -0.81045 -0.14904
N -1.71198 -0.04705 0.83656
O -2.26103 0.28526 -1.39616

Entry 2:
50
Properties=species:S:1:pos:R:3 method="wB97M-V/def2-TZVPD" spin_multiplicity=3 gap_ev="7.60 / 6.21" total_charge=-1 e_above_lowest_kj_mol=0.00
Pd -0.21775 20.87894 15.16851
Cl 2.10984 22.97422 16.76723
O 2.39250 23.24299 15.44135
O 2.89473 21.87039 17.23753
O 2.22717 24.16589 17.56916
O 0.76162 22.48575 16.78195
Cl -0.67093 23.49020 12.26816
O -0.61662 22.78834 13.54272
O -1.92189 24.22052 12.15569
O 0.42550 24.47916 12.07470
O -0.54790 22.40836 11.29957
N -0.60677 19.33777 13.76521
S 0.07791 18.87545 12.25902
O -0.40968 19.45832 11.00186
O 0.75464 17.57571 12.17246
F 1.18530 19.94622 12.46481
S -1.41654 18.08458 13.71724
O -0.83970 17.00299 14.47433
O -2.32582 17.81461 12.60375
F -2.54611 18.73653 14.73817
C 5.01559 18.55398 15.32652
C 4.50616 18.47759 16.78872
O 3.12408 18.55339 16.49429
C 2.95153 19.26526 15.39194
O 1.87831 19.89584 15.21965
O 3.98816 19.21625 14.61313
H 5.26133 17.52664 15.05767
H 5.96141 19.08652 15.22684
H 4.91031 19.29767 17.38220
H 4.60761 17.56973 17.38335
C -0.27761 19.14224 20.18040
C -0.34392 17.74095 19.74510
O -0.87223 17.74520 18.46507
C -0.49684 18.96522 17.93721
O -0.51274 19.36570 16.74923
O -0.18520 19.77062 18.97710
H 0.57284 19.20406 20.85937
H -1.16998 19.46927 20.71410
H -0.97073 17.08991 20.35448
H 0.63218 17.27108 19.86571
C -4.02720 23.86001 18.00874
C -3.48443 22.87797 19.01171
O -2.71132 22.03384 18.22708
C -2.71936 22.33543 16.98864
O -2.11781 21.72206 16.06961
O -3.62870 23.26929 16.72973
H -3.50952 24.81881 18.03721
H -5.09786 24.01282 18.14459
H -4.22436 22.33680 19.60141
H -2.82530 23.43502 19.67755

Entry 3:
14
Properties=species:S:1:pos:R:3 method="wB97M-V/def2-TZVPD" gap_ev=10.84 total_charge=+1 e_above_lowest_kj_mol=237.09
N 1.61839 -1.05652 0.57299
C 0.35536 -0.60929 -0.11995
C 0.14783 0.87584 0.31592
O 1.00431 1.55762 0.81161
C -1.26061 1.12431 -0.29607
O -2.15964 0.04948 -0.05208
H 1.51365 -1.94628 0.92353
H 1.98176 -0.29849 1.18055
H 2.43939 -1.36352 -0.11091
H 0.45366 -0.49736 -1.20332
H -0.48562 -1.17579 0.16568
H -1.84350 2.04001 -0.03463
H -0.95948 1.20721 -1.39727
H -2.80549 0.09277 -0.75605

Entry 4:
9
Properties=species:S:1:pos:R:3 method="wB97M-V/def2-TZVPD" gap_ev=9.70 total_charge=0 e_above_lowest_kj_mol=38.22
N -1.33858 0.80937 -2.12074
C -0.49766 0.53853 -1.40118
C 0.35984 0.29389 -0.31128
Cl 1.05823 1.96685 0.03945
C -0.07059 -0.31115 0.93209
I -0.47197 -2.47738 0.55976
H 1.21080 -0.32126 -0.62511
H 0.73992 -0.40611 1.54260
H -0.98998 -0.09273 1.38441

Entry 5:
28
Properties=species:S:1:pos:R:3 method="wB97M-V/def2-TZVPD" gap_ev=9.44 total_charge=0 e_above_lowest_kj_mol=210.90
C -2.64467 -1.52392 0.34391
C -2.33054 -0.12008 0.74318
O -1.36229 -0.10828 1.78513
C -1.83270 0.87371 -0.35285
N -2.73130 0.78091 -1.44835
C -0.40138 0.26123 -0.71007
O -0.37673 -0.49574 -1.69113
N 0.65930 0.57341 0.07885
C 2.00349 0.16981 -0.35254
C 2.99671 1.19875 0.28827
O 2.42407 2.46363 0.17750
C 2.41040 -1.27632 -0.06053
O 2.01250 -1.82327 0.93745
O 3.02839 -1.85588 -1.04687
H -1.95978 -2.00016 -0.35690
H -3.53645 -1.75060 -0.21914
H -2.69736 -2.12783 1.28676
H -3.20773 0.28592 1.07078
H -1.46026 -0.10218 2.73880
H -1.96539 1.92208 0.15793
H -2.67529 1.52879 -2.07578
H -2.47333 -0.07086 -1.96351
H 0.48282 1.07743 0.91721
H 2.03148 0.04002 -1.43443
H 3.96482 0.99527 -0.18262
H 3.21096 0.71527 1.26699
H 2.89910 2.99095 0.88305
H 3.53117 -2.62205 -0.78108

Entry 6:
31
Properties=species:S:1:pos:R:3 method="wB97M-V/def2-TZVPD" gap_ev="8.53 / 7.74" total_charge=0 e_above_lowest_kj_mol=178.39
B 1.82942 0.18381 0.89532
C 2.93249 0.30678 -0.24773
C 1.86189 1.24697 2.07853
C -0.00311 -1.44222 1.99460
C -0.94344 -1.60925 -1.85466
C -2.44427 0.35607 -2.18450
C -1.20219 1.53086 0.43177
C 0.93758 -1.03071 0.90804
C -1.62371 -0.43958 -1.14762
C -0.66703 0.51097 -0.50681
H 2.60093 -0.08138 -1.20881
H 3.79844 -0.29295 0.03853
H 3.29499 1.32132 -0.39974
H 1.03764 1.16987 2.78420
H 1.89813 2.27304 1.71455
H 2.77528 1.10245 2.65612
H -0.33327 -0.58911 2.58226
H -0.87843 -1.96240 1.60190
H 0.50584 -2.13376 2.67269
H -1.67005 -2.16854 -2.44162
H -0.49644 -2.28631 -1.13320
H -0.16184 -1.25019 -2.52052
H -3.15488 -0.30228 -2.67987
H -1.78188 0.78022 -2.93621
H -2.99446 1.16457 -1.71061
H -2.05454 1.15145 0.98927
H -0.44147 1.86806 1.12816
H -1.52689 2.41281 -0.13042
H 1.07435 -1.79790 0.15585
H -2.31734 -0.82983 -0.39411
H 0.14827 0.83716 -1.13537

Entry 7:
69
Properties=species:S:1:pos:R:3 method="wB97M-V/def2-TZVPD" spin_multiplicity=4 gap_ev="6.47 / 6.65" total_charge=+2 e_above_lowest_kj_mol=34.99
Re -0.12547 1.13713 -0.63800
C 3.85227 2.68981 -1.62606
C 4.07572 2.08039 -2.85424
C 3.12892 1.22632 -3.40061
C 1.95092 0.96098 -2.71223
C 1.72860 1.57357 -1.46128
C 2.67587 2.44445 -0.93289
C 0.87701 0.10204 -3.21736
C 0.83979 -0.44786 -4.50622
C -0.26159 -1.15140 -4.91243
C -1.34602 -1.34334 -4.02895
C -2.52113 -2.03694 -4.39075
C -3.52108 -2.23196 -3.47813
C -3.38315 -1.74850 -2.16467
C -2.26399 -1.05021 -1.79387
C -1.22750 -0.82177 -2.72045
N -0.12888 -0.08262 -2.35036
H 4.59467 3.35649 -1.20869
H 4.98885 2.27805 -3.39907
H 3.31257 0.76563 -4.36158
H 2.49798 2.94012 0.01349
H 1.66710 -0.29369 -5.18146
H -0.31075 -1.56132 -5.91360
H -2.61467 -2.40682 -5.40375
H -4.42072 -2.76230 -3.75774
H -4.16186 -1.94189 -1.43855
H -2.15669 -0.67140 -0.77677
Se -0.21800 3.03149 0.78112
C -2.06204 3.49547 1.02675
C -3.01770 3.14196 0.08112
C -4.33944 3.49313 0.32700
N -4.70838 4.13460 1.42449
C -3.79553 4.48043 2.31906
C -2.44235 4.18823 2.16218
H -2.75276 2.62726 -0.83901
H -5.12258 3.25680 -0.38461
H -4.15033 5.00822 3.19612
H -1.72159 4.50026 2.90655
C 2.06860 -3.38358 1.50941
C 1.16072 -2.70758 0.49222
C -0.10054 -3.51064 0.21172
Sb 0.59268 -0.71057 1.22595
C 2.30439 0.28071 2.22494
C 3.54786 0.02991 1.38009
C 2.47354 -0.15246 3.67108
C -1.17385 -1.05746 2.51098
C -0.76338 -1.72524 3.81517
C -1.92962 0.24026 2.73028
H 2.35185 -4.36815 1.13034
H 1.56559 -3.53641 2.46574
H 2.98894 -2.82742 1.68128
H 1.70424 -2.51082 -0.43352
H -0.64629 -3.72781 1.13150
H 0.18459 -4.46684 -0.23229
H -0.76809 -3.01064 -0.49039
H 2.00582 1.32845 2.16475
H 3.91099 -0.99045 1.50140
H 4.34489 0.69749 1.71481
H 3.37925 0.21973 0.32001
H 2.57576 -1.23435 3.76384
H 1.65282 0.18851 4.30055
H 3.39126 0.29476 4.06083
H -1.78203 -1.74065 1.91365
H -0.14793 -1.06509 4.42506
H -0.23148 -2.66321 3.65179
H -1.66430 -1.95422 4.38883
H -1.32428 0.97992 3.25800
H -2.81802 0.04808 3.33660
H -2.27003 0.67498 1.79082

Entry 8:
26
Properties=species:S:1:pos:R:3 method="wB97M-V/def2-TZVPD" gap_ev=8.65 total_charge=0 e_above_lowest_kj_mol=234.72
C -0.56492 -1.81336 -1.56224
C -1.50212 -0.72953 -1.56506
C 0.07644 -2.44752 -0.31870
C -0.72712 0.46095 -0.96148
C 0.43799 -1.41287 0.70916
C -0.56237 0.33531 0.55809
N 1.48525 -0.58071 0.45395
N -0.54708 2.87372 1.64032
N 1.86452 2.19503 0.67167
O 2.09424 -0.57512 -0.63291
O 0.92367 0.97511 2.91338
P 0.53259 1.58645 1.63461
Cl -2.04985 0.13700 1.40217
H -0.97549 -2.64437 -2.28282
H 0.39545 -1.47097 -2.03484
H -1.83520 -0.46703 -2.59108
H -2.50403 -0.88847 -1.10181
H -0.61456 -3.15327 0.16532
H 0.98838 -2.82765 -0.81037
H 0.28363 0.46632 -1.56722
H -1.26248 1.39387 -1.09567
H 0.46610 -1.73115 1.76445
H -1.05672 2.93332 2.47318
H 0.16702 3.64404 1.38135
H 2.65085 1.70382 1.05955
H 1.83581 2.03708 -0.30300

Entry 9:
106
Properties=species:S:1:pos:R:3 method="wB97M-V/def2-TZVPD" gap_ev=7.39 total_charge=0
C -2.50956 3.65787 2.70040
C -3.78744 3.81658 1.83905
P -4.79467 2.28250 1.68544
C -4.92692 1.63395 3.39800
C -3.77552 1.05798 0.77084
C -3.17495 0.00317 1.44444
C -2.37065 -0.94640 0.82797
C -1.79766 -2.05575 1.68720
C -0.69010 -1.57939 2.62607
O -0.72573 -0.43389 3.02909
N 0.31981 -2.43302 3.08764
C 1.64109 -1.77718 2.95725
C 0.35015 -3.73732 2.39401
C -2.14472 -0.83342 -0.53777
C -2.76910 0.21778 -1.23448
C -3.57928 1.16653 -0.61925
C -4.20541 2.29384 -1.41591
C -3.13899 3.40720 -1.66759
C -2.96206 3.76093 -3.13693
F -1.71634 4.41650 -3.25957
C -2.43661 0.28864 -2.72699
O -3.22074 0.55502 -3.60661
C -1.01578 -0.03694 -3.04042
C -0.33524 0.70201 -3.99649
C 0.99031 0.38419 -4.23877
C 1.61982 -0.65878 -3.55112
N 2.98540 -0.97373 -3.83627
C 3.86819 -0.22927 -3.26424
C 4.74076 -0.77736 -2.16258
C 4.14372 1.20324 -3.66178
C 0.93065 -1.39424 -2.58515
C -0.39677 -1.06825 -2.34617
C -1.25430 -1.76353 -1.31704
O -1.23825 -2.96461 -1.16913
H -1.81928 4.44592 2.41750
H -2.75893 3.78154 3.75603
H -2.05028 2.67188 2.59860
H -3.55472 4.23242 0.86184
H -4.42452 4.54946 2.34391
H -5.55673 0.74442 3.41659
H -3.95895 1.38494 3.84720
H -5.38637 2.38533 4.04315
H -3.31921 -0.09266 2.51283
H -1.55128 -2.91879 1.07910
H -2.62487 -2.36466 2.33890
H 1.79900 -1.44507 1.92691
H 2.41498 -2.48615 3.25863
H 1.70202 -0.91533 3.61872
H -0.63106 -4.20948 2.39122
H 0.58594 -3.54517 1.33488
H 1.08845 -4.43201 2.79430
H -4.57760 1.93512 -2.37380
H -5.06293 2.69393 -0.87298
H -2.16451 3.04955 -1.32129
H -3.33678 4.32549 -1.11445
H -3.70130 4.48723 -3.47887
H -2.89819 2.88858 -3.78376
H -0.86076 1.50986 -4.49042
H 1.53269 0.96430 -4.97193
H 5.78652 -0.73723 -2.49381
H 4.64836 -0.18862 -1.24973
H 4.46711 -1.81789 -2.00801
H 3.88915 1.89820 -2.85570
H 3.67099 1.48992 -4.59563
H 5.22715 1.28306 -3.80714
H 1.42322 -2.18860 -2.03991
Cl 4.17124 4.37972 -3.07067
C 5.73678 4.33916 -3.88080
Cl 6.82869 3.21511 -3.06758
Cl 5.54990 3.90571 -5.58135
H 6.17130 5.32861 -3.82959
Cl 4.39120 0.99258 2.17046
C 5.38886 -0.45341 2.01263
Cl 4.50548 -1.72288 1.16478
Cl 6.90150 -0.08123 1.18102
H 5.62757 -0.81302 3.00515
Cl 2.65812 -4.48155 4.97923
C 4.05600 -5.29603 4.27012
Cl 3.84017 -5.52437 2.53820
Cl 5.53565 -4.38734 4.59643
H 4.14816 -6.27209 4.72953
Cl 1.31977 3.75400 -1.03242
C 1.14192 5.46790 -0.65675
Cl -0.32950 5.74161 0.27628
Cl 2.55563 6.07297 0.20883
H 1.05616 6.01139 -1.58866
Cl 5.79023 -10.14174 1.30059
C 6.32980 -8.46465 1.23633
Cl 5.38677 -7.55176 0.05686
Cl 6.24452 -7.71945 2.83583
H 7.36385 -8.45439 0.91884
Cl -5.82241 -3.73323 -3.13752
C -6.19314 -2.03686 -2.82360
Cl -7.66654 -1.86734 -1.86456
Cl -4.81485 -1.30335 -2.00117
H -6.34596 -1.53535 -3.77073
Cl -2.92261 6.07455 5.94343
C -1.43754 6.87716 5.42434
Cl -0.04412 6.22895 6.28856
Cl -1.21919 6.72183 3.68099
H -1.52323 7.92905 5.66189
Cl -4.53187 -6.47212 -0.46007
C -2.97690 -6.24104 -1.26722
Cl -1.68939 -7.07216 -0.38988
Cl -3.05183 -6.79826 -2.94036
H -2.75059 -5.18101 -1.27340

Entry 10:
19
Properties=species:S:1:pos:R:3 method="wB97M-V/def2-TZVPD" gap_ev=10.95 total_charge=+1 e_above_lowest_kj_mol=52.00
C 1.42942 -0.98586 -0.78692
N 0.81206 -0.04348 -1.69771
C 0.38003 -1.39441 0.25702
N -0.24692 -0.15175 0.81264
C 0.34963 0.49512 1.99789
H 1.78772 -1.89973 -1.26559
H 2.26737 -0.50896 -0.28509
H 0.25382 -0.44967 -2.43306
H 1.46301 0.63504 -2.06588
H -0.39598 -2.00622 -0.19018
H 0.72474 -2.00079 1.09061
H -1.22188 -0.40358 0.96463
H -0.33051 0.50957 0.01404
H -0.40272 0.83263 2.67659
H 1.09272 -0.14723 2.44540
H 0.86801 1.41247 1.71447
H -2.39849 2.01092 -1.31657
H -3.09509 1.67597 -0.02927
O -2.22609 1.62289 -0.44978

Entry 11:
14
Properties=species:S:1:pos:R:3 method="wB97M-V/def2-TZVPD" gap_ev=9.80 total_charge=0 e_above_lowest_kj_mol=366.19
C -0.12279 -2.85063 -0.02622
C -0.07341 -0.46599 0.49414
C 0.81894 0.48227 0.56114
O 0.82845 1.64149 -0.19530
C -0.38580 2.24852 -0.26475
N -0.17910 3.41845 -0.86127
C -0.74115 -1.58613 0.52237
H -0.62211 -3.73234 0.38690
H 0.92129 -2.86603 0.30104
H -0.13253 -2.91113 -1.12092
H 1.62736 0.45402 1.28624
H 0.73812 3.75235 -1.14637
H -0.96535 4.04226 -0.94944
H -1.71193 -1.62712 1.01245

Entry 12:
87
Properties=species:S:1:pos:R:3 method="wB97M-V/def2-TZVPD" gap_ev=8.36 total_charge=-1 e_above_lowest_kj_mol=0.00
C 0.36805 0.99300 0.09653
C -0.40116 -0.22436 0.67059
O -0.27326 -0.38907 1.90887
O -0.89428 -1.00184 -0.20571
H -0.16115 1.48774 -0.72290
H 1.31389 0.67300 -0.36257
H 0.66423 1.71052 0.86547
C -0.49933 -3.51363 -2.88436
C 0.95689 -3.14140 -2.80353
O 1.78256 -3.71762 -3.49771
N 1.27918 -2.15022 -1.95400
C 2.64472 -1.69970 -1.80131
H -0.72118 -3.95440 -3.85166
H -1.18416 -2.67245 -2.75636
H -0.74267 -4.21354 -2.08086
H 0.57600 -1.81200 -1.30370
H 2.80156 -1.39463 -0.76309
H 2.84675 -0.77480 -2.35729
H 3.34443 -2.47946 -2.08559
C -0.97264 5.34468 -0.67144
C 0.03006 6.23850 0.01971
O -0.30392 6.87976 0.99469
N 1.29001 6.35825 -0.46315
C 1.72403 5.93107 -1.78881
H -1.53707 4.80933 0.08009
H -0.36427 4.66863 -1.28076
H -1.60012 5.91669 -1.35184
H 1.97263 6.75208 0.15802
H 2.57292 6.50943 -2.14777
H 0.91540 6.00034 -2.50993
H 2.06859 4.89564 -1.73318
C -0.95132 0.00982 -4.27286
C -1.32526 1.37787 -3.78674
O -0.72192 2.35468 -4.21180
N -2.35537 1.47854 -2.92390
C -2.75789 2.71545 -2.29084
H -0.19382 -0.51943 -3.70232
H -0.51895 0.12026 -5.27420
H -1.80186 -0.63351 -4.52905
H -3.08587 0.78004 -2.81515
H -2.12243 3.57621 -2.47469
H -2.58518 2.66319 -1.19645
H -3.83189 2.88905 -2.35627
C -4.98017 -4.64490 4.41280
C -3.58470 -4.12757 4.11677
O -2.70373 -4.07754 4.97843
N -3.31923 -3.98075 2.77377
C -1.98065 -3.63378 2.31240
H -5.52156 -4.07601 5.16704
H -4.92934 -5.70034 4.67765
H -5.64716 -4.58214 3.54556
H -3.82863 -4.57914 2.14904
H -2.06915 -3.47080 1.24387
H -1.26286 -4.42206 2.59014
H -1.49109 -2.79485 2.80510
C 3.82801 1.95426 0.71573
C 4.58906 0.98817 -0.16380
O 5.13875 0.01534 0.32840
N 4.73309 1.32608 -1.47127
C 5.53656 0.50553 -2.35557
H 4.47890 2.79219 0.98144
H 3.69079 1.47925 1.68647
H 2.86176 2.22747 0.30757
H 4.28767 2.11422 -1.90211
H 6.20991 -0.08624 -1.73623
H 6.08649 1.12842 -3.06317
H 5.00242 -0.24104 -2.95649
C 0.06860 -1.22913 5.39232
C 1.55832 -1.24963 5.15547
O 2.35047 -1.47197 6.05383
N 1.90334 -0.97628 3.88497
C 3.24109 -0.79250 3.44090
H -0.38238 -0.33234 4.96428
H -0.26347 -1.31102 6.42258
H -0.38581 -2.07972 4.87203
H 1.16060 -1.11618 3.20588
H 3.89595 -1.62385 3.74953
H 3.74473 0.06025 3.90019
H 3.34676 -0.82064 2.35982
Cl -4.68911 -0.83933 -2.96930
C -3.97124 -1.72673 -1.56951
C -3.96435 -0.91345 -0.29406
Cl -5.64574 -0.44387 0.11278
H -2.95238 -1.99751 -1.84841
H -4.46035 -2.69771 -1.50772
H -3.46400 0.00442 -0.58330
H -3.46115 -1.39828 0.53199